No. 1
Molecular formula: C12H10NS
Method: DFT, ωB97M-V with the def2-TZVPD basis set

Results
net charge	+1
LUMO	-0.147	Eh
HOMO-LUMO gap	8.811	eV
strongest force on any atom	0.09620	hartree/bohr
SMILES	C1=[N+](c2ccsc2)c2ccccc2C1
HOMO energy	-12.804	eV

Last column: natural (NBO) charge in e.
Atoms and positions in Å:
H -4.750 0.370 -2.263  0.2609
C -1.989 -1.337 -0.981  -0.4000
H 3.163 -2.245 -1.061  0.2438
H 4.393 -1.125 0.743  0.2419
C 2.675 -1.490 -0.466  -0.1677
H 0.998 2.567 1.487  0.2803
H -3.025 1.845 -0.952  0.2396
C -0.728 1.402 1.005  0.2451
C 1.340 -1.189 -0.735  -0.2643
H 0.501 1.459 2.742  0.2799
C 0.598 1.561 1.656  -0.5043
H -1.563 2.033 1.282  0.2374
C -3.842 0.039 -1.798  -0.3745
C -1.868 -0.011 -0.621  0.0219
C 2.795 0.173 1.299  -0.1858
S -3.403 -1.621 -1.881  0.5611
C 1.472 0.509 1.046  -0.0219
H 0.793 -1.661 -1.531  0.2588
C 0.839 -0.227 0.079  0.2295
H 3.359 0.691 2.057  0.2395
C -2.950 0.783 -1.101  -0.2553
C 3.373 -0.840 0.543  -0.1781
H -1.350 -2.149 -0.695  0.2538
N -0.832 0.465 0.144  -0.2416

No. 2
Molecular formula: C12H10O2S
Method: DFT, ωB97M-V with the def2-TZVPD basis set

Results
LUMO	-0.010	Eh
HOMO-LUMO gap	8.839	eV
strongest force on any atom	0.08842	hartree/bohr
relative energy (zero: lowest compared OMol25 entry of this formula, charge and spin)	380.5	kJ/mol
SMILES	CS(=O)(=O)C1=C=C2C[C@H]2c2ccccc21
HOMO energy	-9.108	eV

Last column: natural (NBO) charge in e.
Atoms and positions in Å:
H -1.440 0.974 4.061  0.2168
O 2.894 -1.876 -0.518  -0.9219
H -3.156 -0.855 -0.347  0.2217
C 0.781 -0.351 -0.898  -0.4396
H 1.538 -1.073 1.906  0.2331
C -1.639 1.051 1.935  -0.1746
C -1.899 1.019 -0.548  -0.2170
C -1.115 0.683 0.705  -0.0984
S 2.498 -0.605 -1.067  2.1429
C -0.977 0.619 3.148  -0.1994
H -2.090 2.171 -0.646  0.2455
H 0.528 -0.650 4.036  0.2275
O 3.291 0.545 -0.654  -0.9227
C 0.159 -0.120 3.122  -0.2160
H -3.749 0.137 -1.710  0.2470
H 3.728 -0.230 -3.198  0.2638
C 0.037 -0.073 0.708  0.0754
C 0.674 -0.490 1.905  -0.2022
C -2.916 0.008 -1.041  -0.3930
C -0.308 -0.360 -1.615  0.1487
H 1.742 -0.091 -3.161  0.2358
C 2.698 -0.617 -2.951  -0.8515
C -1.525 0.067 -1.586  -0.0840
H -2.482 1.749 1.903  0.2173
H 2.730 -1.630 -3.490  0.2449

No. 3
Molecular formula: C12H10OS
Method: DFT, ωB97M-V with the def2-TZVPD basis set

Results
2S+1	3
LUMO (alpha / beta)	0.001 / -0.102	Eh
HOMO-LUMO gap (alpha / beta)	5.812 / 6.087	eV
strongest force on any atom	0.14611	hartree/bohr
relative energy (zero: lowest compared OMol25 entry of this formula, charge and spin)	213.7	kJ/mol
HOMO energy (alpha / beta)	-5.785 / -8.868	eV

Last column: Löwdin spin population.
Atoms and positions in Å:
H 0.853 0.187 4.868  0.0076
H 1.719 1.240 -0.705  0.0146
C 1.192 1.380 1.814  0.0804
H 1.951 2.060 3.698  -0.0025
S -3.199 0.601 -1.298  0.0772
H -0.177 -1.007 -4.735  0.0180
H -0.599 -0.754 -0.893  0.0042
O -3.299 -0.056 -0.006  0.0265
C 1.303 1.361 3.182  -0.0127
C -1.836 -0.676 -3.455  0.0806
C 0.139 -0.152 -1.357  0.2595
C -0.421 -0.641 -3.778  0.3183
C 0.947 0.490 -0.389  0.4173
C 0.903 0.147 3.813  0.1151
H 1.472 2.316 1.275  0.0020
C 0.778 0.391 1.019  0.0582
C 0.481 -0.257 -2.854  0.2030
H 0.180 -1.611 1.162  0.0045
H 1.472 -0.068 -3.097  0.0114
C 0.374 -0.773 1.693  0.0798
H 0.134 -1.799 3.595  -0.0017
C -2.352 -0.235 -2.363  0.2386
H -2.327 -1.290 -4.223  0.0027
C 0.313 -0.855 3.036  -0.0028

No. 4
Molecular formula: C12H11AgF6NO7
Method: DFT, ωB97M-V with the def2-TZVPD basis set

Results
net charge	-1
LUMO (alpha / beta)	0.066 / 0.062	Eh
HOMO-LUMO gap (alpha / beta)	7.577 / 7.502	eV
strongest force on any atom	0.05271	hartree/bohr
relative energy (zero: lowest compared OMol25 entry of this formula, charge and spin)	27.6	kJ/mol
HOMO energy (alpha / beta)	-5.768 / -5.823	eV

Last column: natural (NBO) charge in e.
Atoms and positions in Å:
C -0.192 3.488 1.887  0.9523
F 2.177 4.413 -0.816  -0.3297
N 1.981 0.459 0.225  0.2335
O -1.923 0.559 0.645  -0.8467
H -0.592 -2.389 -4.031  0.2054
O -0.619 -0.565 -1.932  -0.5563
C -2.900 -0.190 0.289  0.8029
H -2.255 0.696 -2.144  0.2181
C -2.029 -0.367 -2.109  0.0788
H -1.678 4.098 -0.323  0.2385
H 0.350 -2.393 -1.754  0.2107
C 1.670 4.372 0.432  0.9518
H -0.798 5.552 0.216  0.2130
O 0.139 -1.546 0.794  -0.8417
F 1.638 5.656 0.865  -0.3373
C -0.869 -2.344 0.627  0.7952
O 2.354 0.454 -0.848  -0.1321
F 0.090 4.569 2.657  -0.3392
H -1.842 -3.307 -3.183  0.2059
C -0.711 4.595 -0.298  -0.6371
H -0.364 4.748 -1.318  0.2231
C 0.283 3.665 0.410  0.1067
C -1.329 -2.347 -3.229  -0.4295
C -1.618 -2.281 -0.729  -0.3549
C -2.295 -1.149 -3.406  -0.4259
F -1.511 3.300 1.964  -0.3075
H -2.026 -0.544 -4.272  0.2055
O -4.019 -0.194 0.787  -0.6728
Ag 0.128 0.496 0.325  1.3503
O 0.449 2.495 -0.262  -0.8695
H -3.631 -1.525 -1.182  0.2233
H -2.101 -3.250 -0.831  0.2274
C -2.653 -1.126 -0.922  -0.3458
H -3.339 -1.447 -3.496  0.2069
F 0.404 2.436 2.483  -0.3285
F 2.562 3.714 1.200  -0.3316
O -1.214 -3.192 1.434  -0.6455
C -0.653 -1.996 -1.891  0.0822

DFT total energy / Ha: -915.93517, -1011.69634, -936.43232, -1791.50061